C3H3O3Sm as an isolated structure. Source: the OMol25 dataset; level of theory: ωB97M-V/def2-TZVPD.

Geometry (Å):
O -1.309 -0.227 -0.047
Sm -0.662 3.760 -1.142
O -0.632 1.798 0.476
C -0.579 0.590 0.606
O 0.650 -0.127 0.968
C 1.700 -0.225 0.168
H 2.526 -0.395 0.887
C -0.678 -1.471 -0.547
H -0.642 -1.573 -1.628
H -0.373 -2.129 0.259

The energy above the lowest of the compared OMol25 structures with the same formula, charge and spin is 454.2 kJ/mol. As for the total charge: +2. Its highest occupied orbital energy (spin up / spin down) is -15.4196 / -15.9332 eV. As for the spin multiplicity: 8. The value obtained for the HOMO-LUMO gap (spin up / spin down) is 5.413 / 6.117 eV. For the energy, the calculation gives -998.91541 a.u. As for the expectation value of S²: 15.767.

Here are the Mulliken charges for atoms 1 to 8, given in e: O -0.250; Sm 1.883; O -0.628; C 0.919; O -0.256; C -0.166; H 0.232; C -0.482

***

C3H3O3Yb as an isolated structure. Source: the OMol25 dataset; level of theory: ωB97M-V/def2-TZVPD.

Geometry (Å):
C -1.108 0.264 0.177
C -1.377 -1.063 0.123
O -1.547 1.398 0.285
H -1.800 -1.460 -0.806
H -1.552 -1.586 1.071
H -0.911 2.135 0.135
O 0.810 -1.468 -0.203
C 1.230 -0.340 -0.176
Yb 4.069 1.766 -0.452
O 2.186 0.354 -0.154

The energy above the lowest of the compared OMol25 structures with the same formula, charge and spin is 323.2 kJ/mol. As for the total charge: +3. Its highest occupied orbital energy is -22.1773 eV. The value obtained for the HOMO-LUMO gap is 8.150 eV. For the energy, the calculation gives -1499.18486 a.u.

Here are the Mulliken charges for atoms 1 to 8, given in e: C 0.319; C -0.280; O -0.191; H 0.352; H 0.351; H 0.418; O -0.228; C 0.731

***

C3H3O3Zn as an isolated structure. Source: the OMol25 dataset; level of theory: ωB97M-V/def2-TZVPD.

Geometry (Å):
O 0.439 1.573 0.997
O 1.502 -0.002 -1.154
C 0.494 -0.780 -0.990
O 0.177 -1.669 -1.769
C -0.584 -0.431 0.058
H -0.675 -1.286 0.753
C -0.482 0.764 0.936
H -1.306 0.875 1.662
H -1.574 -0.388 -0.423
Zn 2.011 1.343 -0.070

The energy above the lowest of the compared OMol25 structures with the same formula, charge and spin is 0.0 kJ/mol. As for the total charge: +1. Its highest occupied orbital energy is -14.2443 eV. The value obtained for the HOMO-LUMO gap is 6.728 eV. For the energy, the calculation gives -2120.84856 a.u.

Here are the Mulliken charges for atoms 1 to 8, given in e: O -0.471; O -0.476; C 0.641; O -0.494; C -0.538; H 0.355; C 0.346; H 0.396

***

A single C3H3O4P molecule. Source: the OMol25 dataset; level of theory: ωB97M-V/def2-TZVPD.

Geometry (Å):
O -1.852 -0.643 -3.343
P -1.765 0.802 -3.110
C -1.717 0.806 -1.136
O -2.712 1.339 -0.604
C -0.640 0.234 -0.324
O -0.874 0.224 1.028
C 0.596 -0.053 -0.788
O 1.665 -0.790 0.237
H -1.820 0.196 0.994
H 1.105 0.015 -1.721
H 1.241 -0.980 1.143

The energy above the lowest of the compared OMol25 structures with the same formula, charge and spin is 199.1 kJ/mol. Its highest occupied orbital energy is -9.5841 eV. The value obtained for the HOMO-LUMO gap is 7.992 eV. Its structure (SMILES) is O=PC(=O)/C(O)=C/O. For the energy, the calculation gives -758.33279 a.u.

Here are the Mulliken charges for atoms 1 to 8, given in e: O -0.366; P 0.352; C 0.418; O -0.556; C 0.561; O -0.523; C -0.295; O -0.532

***

An isolated ion of composition C3H3O4S and charge -1. Source: the OMol25 dataset; level of theory: ωB97M-V/def2-TZVPD.

Geometry (Å):
C 1.824 -0.085 1.382
C -0.104 0.428 -1.110
C -0.321 -0.942 0.795
O -0.838 -0.180 -2.209
O -0.574 2.324 -2.917
O 0.607 -0.426 1.798
O -0.831 0.084 0.102
S -1.236 1.397 -1.994
H 2.393 0.479 2.318
H 0.185 -1.668 0.221
H -1.104 -1.411 1.614

The energy above the lowest of the compared OMol25 structures with the same formula, charge and spin is 677.7 kJ/mol. As for the total charge: -1. Its highest occupied orbital energy is -3.2488 eV. The value obtained for the HOMO-LUMO gap is 6.986 eV. For the energy, the calculation gives -815.06725 a.u.

Here are the Mulliken charges for atoms 1 to 8, given in e: C -0.240; C -0.377; C -0.130; O -0.283; O -0.567; O -0.198; O -0.121; S 0.294

***

An isolated ion of composition C3H3O4S and charge -1. Source: the OMol25 dataset; level of theory: ωB97M-V/def2-TZVPD.

Geometry (Å):
C 0.843 -1.031 1.415
C 0.266 -0.341 0.603
C -0.514 0.503 -0.196
O 0.301 1.220 -1.167
S -1.785 -0.519 -1.080
O -1.183 -1.810 -1.382
O -3.015 -0.626 -0.309
O -1.949 0.283 -2.325
H 1.464 -1.592 2.181
H -1.257 1.046 0.289
H 0.119 0.753 -1.991

The energy above the lowest of the compared OMol25 structures with the same formula, charge and spin is 199.3 kJ/mol. As for the total charge: -1. Its highest occupied orbital energy is -5.1469 eV. The value obtained for the HOMO-LUMO gap is 9.014 eV. Its structure (SMILES) is C#C[C@@H](O)S(=O)(=O)[O-]. For the energy, the calculation gives -815.24947 a.u.

Here are the Mulliken charges for atoms 1 to 8, given in e: C 0.030; C -0.381; C -0.200; O -0.498; S 1.074; O -0.654; O -0.663; O -0.728

***

C3H3OP as an isolated structure. Source: the OMol25 dataset; level of theory: ωB97M-V/def2-TZVPD.

Geometry (Å):
C 0.374 0.015 -1.667
C 0.385 0.920 -0.756
C -0.060 -0.439 -0.377
O -1.051 -0.571 2.536
P -0.503 -1.683 0.712
H 0.601 -0.400 -2.687
H 0.751 1.943 -0.534
H -0.497 0.215 2.772

The energy above the lowest of the compared OMol25 structures with the same formula, charge and spin is 410.6 kJ/mol. Its highest occupied orbital energy is -8.3854 eV. The value obtained for the HOMO-LUMO gap is 8.381 eV. For the energy, the calculation gives -532.52583 a.u.

Mulliken atomic charges, in units of e: C -0.106; C -0.135; C -0.057; O -0.700; P 0.111; H 0.312; H 0.314; H 0.260

***

A 2-piece molecular cluster, C3H3P overall. Source: the OMol25 dataset; level of theory: ωB97M-V/def2-TZVPD.

Geometry (Å):
C -0.754 -0.197 -0.199
C -1.539 0.683 0.056
H -0.899 -1.005 -0.478
H -1.951 1.285 0.872
C 2.202 -1.150 0.018
P 2.044 0.389 0.046
H 2.287 -2.191 0.389

The energy above the lowest of the compared OMol25 structures with the same formula, charge and spin is 327.1 kJ/mol. Its highest occupied orbital energy is -9.3032 eV. The value obtained for the HOMO-LUMO gap is 9.817 eV. Its structure (SMILES) is C#C.C#P. For the energy, the calculation gives -457.22036 a.u.

Mulliken atomic charges, in units of e: C -0.702; C -0.028; H 0.422; H 0.275; C -0.079; P -0.218; H 0.330

***

A single C3H3P3 molecule. Source: the OMol25 dataset; level of theory: ωB97M-V/def2-TZVPD.

Geometry (Å):
H -2.587 -0.479 1.737
P -1.711 -0.570 0.448
C -0.253 -0.650 1.256
P 1.413 -0.498 0.615
C 1.418 0.389 -0.854
C 0.418 0.738 -1.723
P -0.729 1.068 -2.755
H -0.335 -0.735 2.263
H 2.365 0.737 -0.986

The energy above the lowest of the compared OMol25 structures with the same formula, charge and spin is 175.9 kJ/mol. Its highest occupied orbital energy (spin up / spin down) is -8.3776 / -8.3800 eV. The value obtained for the HOMO-LUMO gap (spin up / spin down) is 6.789 / 6.792 eV. Its structure (SMILES) is [H]/P=C/P=C\C#P. For the energy, the calculation gives -1140.02269 a.u.

Here are the Mulliken charges for atoms 1 to 8, given in e: H 0.016; P -0.046; C -0.307; P -0.025; C 0.093; C -0.322; P -0.206; H 0.388

***

A 18-piece molecular cluster, C3H41NO17 overall. Source: the OMol25 dataset; level of theory: ωB97M-V/def2-TZVPD.

Geometry (Å):
C 0.646 -3.492 2.322
C 0.425 -2.906 0.961
C 0.518 -1.563 0.655
N 0.688 -1.059 -0.541
H 0.809 -4.542 2.175
H 1.358 -2.925 2.929
H -0.322 -3.429 2.837
H 0.488 -3.675 0.183
H 0.657 -0.787 1.385
H 0.139 -0.267 -0.716
H 0.585 -1.672 -1.323
H -1.281 -0.281 -3.213
H -2.630 0.111 -3.988
O -1.829 -0.461 -3.956
H 0.307 3.478 0.648
H -0.563 2.741 1.739
O 0.059 2.610 0.947
H -1.293 -0.986 3.343
H -2.066 0.207 2.690
O -2.127 -0.718 2.912
H -4.994 -0.156 1.360
H -3.686 0.728 1.377
O -4.507 0.475 1.870
H -3.065 -2.089 -2.899
H -1.871 -3.194 -2.800
O -2.510 -2.696 -2.269
H -1.354 1.146 -0.889
H -0.254 2.266 -0.843
O -0.892 1.817 -1.451
H 0.660 -4.058 -2.261
H 0.888 -3.107 -3.607
O 0.215 -3.438 -2.922
H 2.167 0.245 -0.309
H 3.606 -0.247 0.242
O 3.083 0.523 -0.141
H -2.390 -1.306 -0.877
H -2.035 -0.019 0.097
O -2.156 -0.425 -0.782
H -2.367 -2.737 0.208
H -2.181 -2.002 1.543
O -2.830 -2.465 1.034
H -2.305 2.908 3.899
H -1.016 3.603 4.325
O -1.360 2.957 3.666
H 1.348 4.356 -1.679
H 2.321 3.933 -0.763
O 1.498 4.383 -0.759
H -3.310 3.574 -0.134
H -1.971 3.692 0.649
O -2.914 3.755 0.722
H 3.918 -1.755 1.793
H 3.892 -2.760 0.645
O 4.130 -1.862 0.914
H 1.552 1.874 -2.211
H 2.805 1.692 -1.462
O 2.438 2.150 -2.171
H 4.119 -1.236 -2.754
H 3.328 -0.838 -1.533
O 3.726 -1.665 -1.986
H 4.200 2.634 0.771
H 3.747 1.420 1.383
O 3.834 2.367 1.565

The energy above the lowest of the compared OMol25 structures with the same formula, charge and spin is 83.2 kJ/mol. As for the total charge: +1. Its highest occupied orbital energy (spin up / spin down) is -13.5694 / -13.5682 eV. As for the spin multiplicity: 2. The value obtained for the HOMO-LUMO gap (spin up / spin down) is 9.358 / 5.861 eV. For the energy, the calculation gives -1472.33988 a.u. As for the expectation value of S²: 0.760.

Here are the Mulliken charges for atoms 1 to 8, given in e: C -1.263; C -0.533; C 0.772; N 0.359; H 0.399; H 0.377; H 0.321; H 0.261

***

C3H4AlO2 as an isolated structure. Source: the OMol25 dataset; level of theory: ωB97M-V/def2-TZVPD.

Geometry (Å):
C -1.674 0.893 0.190
O -0.357 1.177 -0.137
C 1.591 -1.959 -0.627
C 2.253 -1.021 -0.149
O 2.160 0.179 0.286
Al 1.081 1.287 0.416
H -2.362 1.514 -0.414
H -1.874 -0.172 -0.033
H -1.977 1.033 1.244
H 1.158 -2.931 -0.775

The energy above the lowest of the compared OMol25 structures with the same formula, charge and spin is 224.3 kJ/mol. As for the total charge: +1. Its highest occupied orbital energy is -13.7656 eV. The value obtained for the HOMO-LUMO gap is 5.773 eV. For the energy, the calculation gives -509.23070 a.u.

Here are the Mulliken charges for atoms 1 to 8, given in e: C -0.526; O 0.060; C -0.261; C 0.106; O -0.055; Al 0.513; H 0.249; H 0.261

***

C3H4AuO3 as an isolated structure. Source: the OMol25 dataset; level of theory: ωB97M-V/def2-TZVPD.

Geometry (Å):
O -1.431 1.231 -0.076
C -1.742 -0.124 -0.224
C -0.673 -1.102 0.208
O 0.572 -0.483 0.035
Au 0.360 1.415 -0.106
H -2.001 -0.350 -1.282
H -2.639 -0.399 0.372
H -0.755 -1.334 1.286
C 2.045 -0.154 -0.632
O 2.652 0.644 0.263
H 3.613 0.656 0.155

The energy above the lowest of the compared OMol25 structures with the same formula, charge and spin is 433.0 kJ/mol. As for the total charge: +1. Its highest occupied orbital energy (spin up / spin down) is -13.6895 / -14.7346 eV. As for the spin multiplicity: 3. The value obtained for the HOMO-LUMO gap (spin up / spin down) is 7.516 / 7.737 eV. For the energy, the calculation gives -477.44820 a.u. As for the expectation value of S²: 2.011.

Here are the Mulliken charges for atoms 1 to 8, given in e: O -0.500; C -0.142; C -0.169; O -0.185; Au 0.797; H 0.304; H 0.330; H 0.292